C17H20FMnN5O4S3 | wB97M-V/def2-TZVPD

Last column: Löwdin charge in e.
Positions of all 51 atoms, in Å:
Mn 0.45674 -0.13801 -0.09342  0.746
H -2.34659 0.49559 -5.14058  0.135
N -0.37891 -0.04542 -1.91525  0.016
N -1.01474 -1.71571 3.67319  0.177
C 1.21328 -5.68181 -1.28977  -0.007
C -1.70430 -0.29493 -1.93778  -0.199
N -1.40879 -0.72627 0.31902  -0.031
H -0.62516 4.00533 1.46942  0.078
H -3.50456 -0.30502 -3.08848  0.131
O 3.01826 -1.75078 0.77077  0.101
H 0.33548 5.17556 0.49400  0.081
H 4.38685 -6.53789 -0.43386  0.123
H -4.27590 -0.75752 -0.01822  0.125
H -2.43019 -1.93737 1.60443  0.156
C -0.76331 -1.14058 2.51292  -0.691
C 2.22391 -2.42645 0.18765  -0.472
C -0.42820 0.56704 -4.19316  0.020
C -2.44309 -0.10517 -3.07710  0.050
S 0.80830 2.96125 -0.08305  0.986
C 2.36600 -6.44404 -1.13796  -0.025
H 0.11435 0.89047 -5.06971  0.133
H -1.06810 4.35609 -0.23815  0.071
H 1.48032 2.86944 2.19078  0.070
C 3.50790 -5.91628 -0.53771  -0.019
H -0.31126 -1.70990 4.39676  0.134
C 0.25733 0.36786 -3.00085  -0.037
C 1.26997 -4.38330 -0.82292  -0.229
C 2.00012 2.95642 1.23658  -0.226
C 3.53606 -4.60696 -0.07300  0.030
O -1.01552 -3.56272 0.16894  -0.282
N -1.71177 -1.22364 1.55872  0.060
C -2.24391 -0.81231 -0.65804  -0.193
C -0.25515 4.25937 0.47723  -0.216
C -3.59142 -1.42712 -0.54639  0.042
C -1.78811 0.34059 -4.22741  0.021
H 4.41575 -4.18276 0.39220  0.136
H -3.53888 -2.37856 -0.01442  0.099
H 2.37303 -7.46520 -1.49447  0.124
F 2.01135 0.43651 -0.61925  -0.318
N 0.94406 -1.97199 -0.23711  -0.180
S 0.70114 -0.30306 2.25272  0.935
H 1.32348 0.52644 -2.90554  0.137
H 2.54329 3.89983 1.17648  0.083
H -3.99851 -1.64487 -1.52858  0.098
C 2.39551 -3.84372 -0.22792  -0.130
O -0.10239 1.71716 0.13163  -0.624
H 2.68290 2.12766 1.06308  0.058
S -0.02360 -3.21838 -0.82137  0.701
H 0.32506 -6.08855 -1.75351  0.133
O -0.50549 -2.88625 -2.13050  -0.253
H -1.88245 -2.19067 3.87254  0.145

Atoms 1-2, force components in eV/Å:
0.1 0.0 0.3
0.0 0.0 0.0

## Properties
**Spin multiplicity**: 4
**LUMO energy (spin up / spin down)**: -8.21 / -7.60 eV
**HOMO-LUMO gap (spin up / spin down)**: 6.525 / 7.134 eV
**Charge**: +2

***

C17H20N2O4S2 | wB97M-V/def2-TZVPD

Last column: Löwdin charge in e.
Positions of all 45 atoms, in Å:
C -1.09678 2.60585 0.16895  -0.185
O 2.75331 1.96377 1.61568  0.067
C -2.57459 -1.84172 0.91795  0.020
H 1.89248 3.97658 0.71576  0.114
C 5.13830 -0.88421 -0.00661  -0.129
H 5.47772 0.08127 0.32349  0.115
H -3.33499 0.27294 -2.20679  0.117
H 2.30583 -1.61763 1.73478  0.113
C -3.86598 -1.86012 0.37430  -0.266
H -0.58769 -1.05108 0.74386  0.110
C -1.87898 -0.32530 -0.78665  -0.286
H 3.39726 -0.24483 2.08563  0.126
O 0.54206 -0.19323 -1.81594  -0.290
C 3.96535 -1.43688 0.40613  -0.524
H -1.56353 3.02508 -0.73171  0.120
N 2.08432 0.08397 0.54544  0.077
H 6.80587 -1.44799 -1.32651  0.100
C -0.26386 3.65510 0.89876  -0.141
S 3.71623 -2.99024 -0.31982  1.026
S -0.58480 0.65410 -1.51715  0.693
C 5.21192 -2.87795 -1.15781  -0.422
C 1.04788 3.64192 0.11589  -0.114
C -1.58589 -1.07858 0.33829  -0.045
H 1.61510 -0.26311 -0.28721  0.089
H -5.13061 -1.08780 -1.19493  0.107
H 1.64414 2.03153 -1.25167  0.155
C -3.14550 -0.32786 -1.33139  -0.042
C -6.07658 -2.73107 0.52094  -0.078
C -4.14588 -1.09400 -0.75645  -0.002
H -6.57860 -1.75926 0.54433  0.097
H -6.09494 -3.12889 -0.49790  0.098
H -0.08163 3.33369 1.92395  0.119
H -1.87162 2.15663 0.79465  0.123
C 2.11386 1.41113 0.74469  -0.440
O -4.75955 -2.64446 1.01743  -0.072
H -0.74430 4.63085 0.90734  0.114
C 5.85476 -1.71152 -0.89976  -0.190
C 2.92692 -0.83244 1.29111  -0.179
C 1.21453 2.16703 -0.25255  -0.218
H -6.59452 -3.41986 1.18601  0.095
O -1.12426 1.44585 -2.58753  -0.277
H 5.52195 -3.68604 -1.79007  0.057
N -0.13105 1.58501 -0.20863  -0.196
H 0.96887 4.25422 -0.78195  0.121
H -2.38250 -2.44045 1.79372  0.123

Atoms 1-2, force components in eV/Å:
-0.7 0.4 0.2
0.2 0.3 0.3

## Properties
**LUMO energy**: 0.56 eV
**HOMO-LUMO gap**: 9.239 eV
**SMILES**: COc1ccc(S(=O)(=O)N2CCC[C@H]2C(=O)NCc2cccs2)cc1
**Charge**: 0
**Relative energy (zero: lowest compared OMol25 entry of this formula, charge and spin)**: 26.2 kcal per mole

***

C17H20N2O5S | wB97M-V/def2-TZVPD

Last column: Löwdin charge in e.
Positions of all 45 atoms, in Å:
N 2.24030 0.74217 -2.20576  0.162
H 2.01160 -1.68948 -0.20612  0.095
O -4.04890 -1.13439 -4.32894  0.034
H -0.69273 2.45877 -0.73457  0.155
H 0.34748 3.28359 -2.72976  0.164
C 2.39542 -0.62878 6.34886  -0.171
C -2.53547 0.83931 -1.61403  -0.029
C -3.54782 0.13151 -2.25633  0.020
O -1.05132 0.99190 1.13257  0.099
H -3.71132 -0.99340 -6.35715  0.139
H 0.40476 -1.84864 2.93348  0.119
N 0.70807 2.46510 -2.26357  0.143
C -1.98884 -0.25504 -4.05701  -0.190
H 2.75512 0.04302 5.57223  0.059
C -0.98485 0.43532 -3.42562  0.072
C 2.58563 -0.77761 -0.35116  0.002
H 3.46903 -1.00131 -0.94499  0.083
C -3.25118 -1.42885 -5.45526  -0.160
C -3.25217 -0.40721 -3.48443  -0.204
H -4.52250 0.01357 -1.81442  0.119
O 2.45257 2.41855 -3.71438  0.073
C 1.81633 1.92519 -2.81140  -0.559
C 0.29193 0.15951 3.75293  -0.463
C 1.22303 -1.45600 5.85719  -0.540
H -0.26885 1.07397 3.56614  0.074
C -0.20246 1.74151 -1.40279  -0.199
C 1.74660 0.25930 -1.02132  -0.205
C -0.05460 0.43647 0.72400  -0.430
H 2.89713 -0.43331 0.63238  0.094
S -0.21697 -0.42517 5.39642  0.855
O 0.56899 -0.53189 1.42989  -0.025
H 1.35784 0.38540 3.77616  0.078
C -0.02133 -0.87529 2.67893  -0.227
H -1.10615 -0.96533 2.56433  0.128
H 3.11598 0.38243 -2.55901  0.155
H -3.17634 -2.52111 -5.57903  0.139
H -2.72761 1.26611 -0.64258  0.108
H -0.02000 0.54408 -3.89210  0.123
H 2.09829 -0.03219 7.20756  0.068
C -1.27756 0.99334 -2.17729  -0.157
H 3.21443 -1.28266 6.64222  0.070
H 0.85336 -2.10915 6.64613  0.064
H 1.48994 -2.06197 4.99196  0.063
O -1.96153 -0.88495 -5.27322  0.037
C 0.57666 0.75362 -0.55115  -0.033

Atoms 1-2, force components in eV/Å:
0.2 -0.2 -0.2
0.1 0.0 0.0

## Properties
**LUMO energy**: 0.56 eV
**HOMO-LUMO gap**: 8.610 eV
**SMILES**: CCSCCOC(=O)C1=C(C)NC(=O)N[C@H]1c1ccc2c(c1)OCO2
**Charge**: 0
**Relative energy (zero: lowest compared OMol25 entry of this formula, charge and spin)**: 8.1 kcal per mole

***

C17H20N3O9P2Rb | wB97M-V/def2-TZVPD

Last column: Löwdin charge in e.
Positions of all 52 atoms, in Å:
H 2.53060 1.83133 1.63095  0.079
C 1.33876 0.07517 1.49442  -0.129
H 1.02215 4.76424 -2.88266  0.103
H -2.57102 -5.10036 -0.47944  0.077
H -4.08082 -4.27285 0.03308  0.072
O -0.51366 -1.49387 4.29765  -0.125
H 0.89165 -2.89891 4.87929  0.083
H 3.70780 7.70656 -1.25453  0.081
O -4.57913 -2.20961 -3.09766  -0.183
H 0.71535 0.50619 5.29588  0.100
C 3.41650 4.39933 -0.55268  -0.043
C 3.33678 6.68864 -1.30201  -0.136
H 1.86059 7.12053 -2.79833  0.086
N -2.11576 -2.42497 -0.02915  0.133
C -0.05267 -2.82994 4.32303  -0.114
H 0.08529 -3.21134 3.30966  0.073
O -1.47751 -4.77360 -2.91639  -0.164
C 1.83457 2.64816 -1.52351  -0.547
O -5.31927 -2.10431 -0.68144  -0.337
N 2.01774 0.49449 -0.90423  -0.051
H -1.96304 -4.91005 -3.73495  0.060
H 1.36598 -1.24620 -0.20082  0.091
C 2.30172 6.35776 -2.16580  -0.113
C -2.81347 -3.06141 -1.20660  -0.481
P -4.17658 -1.82919 -1.59009  0.246
H 3.83626 3.61893 0.06785  0.096
C -3.36529 -4.41333 -0.78008  -0.103
N 2.38591 1.81068 -0.68059  0.012
P -1.53261 -3.17836 -2.56903  0.283
H 4.69854 5.94912 0.18601  0.086
O -0.17081 -1.78764 1.55467  -0.117
O -2.04336 -2.48411 -3.80202  -0.365
Rb -0.66867 0.15196 -2.18644  0.978
C 1.91411 1.14203 2.19025  -0.068
C 1.82786 5.05288 -2.22016  -0.040
C 1.70519 1.32270 3.54628  -0.137
C 1.60411 -0.22052 0.07676  -0.178
H -2.33276 -1.41861 -0.04561  0.109
H -2.43322 -2.78108 0.86958  0.152
H -3.74399 -2.17480 -3.62545  0.016
C 0.90428 0.40396 4.23178  -0.055
C 3.89131 5.70064 -0.49447  -0.114
O 0.91551 2.44357 -2.37392  -0.212
O -3.42100 -0.52381 -1.52616  -0.445
H -1.08163 -2.49545 -0.02607  0.097
C 2.37779 4.05918 -1.41774  -0.135
H -3.90512 -4.86548 -1.61084  0.080
H 2.15221 2.16047 4.06731  0.074
O -0.24045 -2.78439 -1.94058  -0.373
C 0.31456 -0.64526 3.56879  -0.241
C 0.46168 -0.84756 2.15928  -0.336
H -0.81294 -3.42148 4.83694  0.076

Atoms 1-2, force components in eV/Å:
0.0 0.0 0.0
0.0 0.0 0.0

## Properties
**LUMO energy**: 4.17 eV
**HOMO-LUMO gap**: 5.745 eV
**Charge**: -2
**Relative energy (zero: lowest compared OMol25 entry of this formula, charge and spin)**: 6.1 kcal per mole

***

no.,E (eV)
1,-100124.053
2,-50794.058
3,-42007.245
4,-60093.106